(1)
# C20H60O20

10 unconnected molecules or ions with the total composition C20H60O20 at a distorted geometry (wB97M-V/def2-TZVPD, OMol25).

Summary:
- 2S+1 = 1
- HOMO-LUMO gap (eV) = 9.86
- E_HOMO (eV) = -9.8
- energy relative to the best compared isomer or geometry (same formula, charge and spin) (kJ/mol) = 579.95
- E_tot (hartree) = -2302.467642
- structure (SMILES) = OCCO.OCCO.OCCO.OCCO.OCCO.OCCO.OCCO.OCCO.OCCO.OCCO
- maximum force (Eh/bohr) = 0.0808

Last column: Mulliken charge in e.
Geometry (Å):
H  2.360  -6.679  3.600  0.242
H  -1.492  9.170  -4.692  0.273
H  2.176  -3.843  4.561  0.295
C  0.094  -2.269  10.381  -0.382
H  -0.906  6.954  -2.768  0.281
H  -1.966  6.741  -4.169  0.339
H  5.201  1.076  6.872  0.269
H  0.123  -3.900  3.707  0.298
H  -4.749  -6.672  -1.015  0.300
H  0.266  -0.216  9.924  0.257
C  -5.520  -2.621  -5.774  -0.459
C  -0.515  -0.972  9.837  -0.413
H  -6.568  -1.630  -4.292  0.254
H  -0.639  -1.000  8.755  0.347
O  -2.649  7.962  -2.608  -0.535
H  1.511  -1.682  11.397  0.330
H  7.010  0.751  7.967  0.281
H  -1.088  2.118  0.278  0.296
H  5.765  1.384  4.178  0.298
H  3.303  -3.167  -5.044  0.299
H  -5.078  -1.687  -6.120  0.288
H  5.149  -4.063  -4.087  0.322
H  6.931  -4.701  -5.114  0.312
H  -2.847  1.426  -11.113  0.271
H  -6.337  -3.022  -7.543  0.294
H  -0.377  9.367  5.569  0.275
O  7.487  1.514  7.631  -0.521
O  6.670  -3.736  -6.987  -0.483
H  -5.716  -8.381  1.709  0.279
H  1.878  -6.308  5.211  0.314
O  -0.835  0.459  1.296  -0.534
C  0.517  8.876  5.184  -0.506
H  0.076  0.738  1.414  0.309
C  -1.935  2.826  -9.968  -0.402
C  -1.615  7.457  -3.426  -0.464
H  7.717  2.566  5.863  0.306
C  -6.833  -2.426  -4.987  -0.268
O  -0.567  -0.817  -1.360  -0.493
C  6.223  -4.370  -5.874  -0.378
C  2.481  -5.932  4.385  -0.404
O  -0.006  9.596  2.856  -0.505
C  -0.796  8.558  -4.119  -0.284
H  -0.090  8.091  -4.805  0.302
O  3.833  -5.856  4.598  -0.508
H  -1.219  -0.137  11.349  0.308
H  -8.187  -3.367  -3.962  0.314
C  1.859  -4.637  3.885  -0.293
H  -5.772  -8.603  -0.824  0.294
O  -1.431  4.179  -9.978  -0.507
O  0.025  9.299  -3.157  -0.517
O  0.427  -4.806  3.794  -0.499
O  -3.762  -8.745  1.966  -0.496
O  5.098  1.466  4.863  -0.515
O  0.690  -2.113  11.642  -0.518
H  -2.395  0.973  0.014  0.280
H  1.559  8.366  3.380  0.255
C  -2.198  2.277  -11.318  -0.418
C  -4.794  -8.597  -0.342  -0.245
C  7.186  1.696  6.250  -0.407
O  1.613  9.732  5.447  -0.494
H  -0.020  7.700  3.525  0.300
H  7.515  0.747  5.827  0.309
C  -0.480  0.589  -1.180  -0.250
O  -5.752  -3.464  -6.923  -0.521
C  -4.944  -8.958  1.199  -0.463
H  -3.348  -7.963  1.595  0.326
H  -2.806  2.956  -11.915  0.340
H  0.640  7.931  5.713  0.318
H  -0.595  -3.114  10.374  0.277
C  5.241  -3.573  -5.056  -0.451
H  0.938  -2.556  9.754  0.289
H  5.759  -2.645  -4.816  0.307
H  0.369  9.456  1.983  0.317
O  -4.276  -7.258  -0.420  -0.531
C  -1.310  1.077  0.046  -0.472
H  -0.794  1.035  -2.123  0.291
H  -0.592  -1.177  -0.470  0.332
H  2.254  -4.445  2.888  0.241
O  -7.286  -3.560  -4.231  -0.511
H  5.588  -5.230  -6.085  0.262
H  7.260  -4.421  -7.311  0.329
O  -1.069  1.846  -12.010  -0.505
H  -2.322  8.299  -1.771  0.315
H  -4.226  -9.469  -0.664  0.227
H  -4.728  -3.176  -5.271  0.273
O  -1.612  -0.565  10.585  -0.494
H  4.084  -6.618  5.126  0.315
H  5.335  2.780  6.391  0.215
H  -1.473  2.050  -9.358  0.370
H  -2.904  3.035  -9.515  0.255
H  -5.330  -9.975  1.269  0.309
H  -0.849  1.059  -11.506  0.322
C  0.544  8.618  3.688  -0.264
C  5.655  1.764  6.158  -0.236
H  0.582  9.948  -3.593  0.289
H  2.275  9.085  5.702  0.304
O  3.962  -3.472  -5.672  -0.518
H  -0.487  4.211  -9.809  0.275
H  -7.693  -2.031  -5.528  0.336
H  0.552  0.822  -0.916  0.241

(2)
# C5H10S

A single C5H10S molecule at a distorted geometry (wB97M-V/def2-TZVPD, OMol25).

Summary:
- 2S+1 = 1
- HOMO-LUMO gap (eV) = 9.24
- E_HOMO (eV) = -8.8
- energy relative to the best compared isomer or geometry (same formula, charge and spin) (kJ/mol) = 508.78
- E_tot (hartree) = -594.501299
- structure (SMILES) = C=CC(C)(C)S
- maximum force (Eh/bohr) = 0.1284

Last column: Mulliken charge in e.
Geometry (Å):
S  1.741  -1.172  -0.111  -0.296
H  1.800  -1.720  -1.645  0.141
H  -1.082  -1.159  1.584  0.186
C  0.872  0.741  1.211  -1.047
H  -0.054  0.541  -1.998  0.419
C  0.428  -0.097  0.090  0.954
H  1.151  1.572  -1.096  0.344
H  0.148  1.751  1.019  0.216
H  2.030  0.632  0.690  0.273
C  -1.981  -0.957  -0.181  -0.733
C  0.238  0.961  -1.063  -1.222
H  1.058  0.136  2.092  0.445
H  -2.778  -1.493  0.603  0.151
H  -0.588  1.719  -0.541  0.264
C  -0.810  -0.737  0.580  -0.381
H  -2.174  -0.717  -1.234  0.285

(3)
# C9H14N2PTm

A molecular structure, C9H14N2PTm at a distorted geometry (wB97M-V/def2-TZVPD, OMol25).

Summary:
- <S²> = 2.0144
- 2S+1 = 3
- HOMO-LUMO gap (spin up / spin down) (eV) = 4.71 / 5.40
- E_HOMO (spin up / spin down) (eV) = -4.7 / -5.8
- energy relative to the best compared isomer or geometry (same formula, charge and spin) (kJ/mol) = 232.17
- E_tot (hartree) = -1887.157324
- maximum force (Eh/bohr) = 0.0821

Last column: Mulliken charge in e.
Geometry (Å):
H  -0.702  3.786  -1.805  0.419
H  1.701  0.152  -1.721  0.639
C  -0.542  0.464  -2.053  -0.606
H  -0.060  -1.129  3.527  0.322
H  1.782  2.893  -1.665  0.443
C  -0.431  2.740  -1.823  -0.283
H  -1.063  -3.222  -0.202  0.144
N  1.275  1.771  4.186  -0.049
C  1.164  3.040  2.056  -0.740
H  0.986  2.786  1.009  0.016
H  1.528  2.580  4.757  0.221
C  0.583  -0.247  3.559  -0.258
C  -1.319  1.660  -2.088  -0.727
H  -0.903  -0.560  -2.157  0.397
H  -0.263  -4.214  1.656  0.132
H  0.422  3.781  2.381  0.308
H  2.172  3.460  2.162  0.353
C  0.992  0.485  4.639  -0.612
N  0.550  0.682  2.441  -0.357
C  0.849  0.840  -1.814  -0.622
C  1.020  1.849  2.877  0.449
Tm  1.349  -0.826  1.313  0.514
C  0.897  2.270  -1.788  -0.819
P  0.102  -3.230  0.649  -0.205
H  1.022  -4.038  -0.129  0.124
H  -2.398  1.766  -2.194  0.389
H  1.216  0.142  5.637  0.407

(4)
# C12H18Cl2N2Os

A molecular structure, C12H18Cl2N2Os at a distorted geometry (wB97M-V/def2-TZVPD, OMol25).

Summary:
- <S²> = 6.0238
- 2S+1 = 5
- HOMO-LUMO gap (spin up / spin down) (eV) = 6.18 / 7.62
- E_HOMO (spin up / spin down) (eV) = -5.8 / -8.7
- energy relative to the best compared isomer or geometry (same formula, charge and spin) (kJ/mol) = 81.77
- E_tot (hartree) = -1588.444469
- maximum force (Eh/bohr) = 0.1173

Last column: Mulliken charge in e.
Geometry (Å):
H  -0.204  0.781  -4.626  0.319
H  -2.603  1.628  3.685  0.360
H  -2.878  1.346  -2.014  0.346
H  -1.350  2.023  -2.741  0.300
C  0.024  -1.003  2.829  0.954
H  -2.650  0.170  -4.263  0.377
Cl  1.335  2.008  0.558  -0.446
H  0.971  1.267  -2.149  0.555
Os  0.874  -0.194  -0.080  0.939
H  1.097  -2.114  1.486  -0.028
C  0.344  0.386  -1.930  -0.148
C  -1.447  -0.047  4.469  -0.253
H  -0.559  -0.932  -4.971  0.357
C  -1.871  1.103  -2.401  -1.051
H  -2.076  -1.008  -3.002  0.291
C  2.470  -0.557  -0.760  -0.939
C  -1.884  -0.024  -3.492  -0.533
H  1.332  -2.534  3.153  0.237
H  1.561  -0.379  -3.553  0.360
H  -1.865  -0.005  5.473  0.396
C  -0.487  -0.984  4.148  -0.824
H  -0.074  -1.718  4.846  0.288
H  0.497  -1.608  -2.804  0.222
C  -1.311  0.779  2.196  -0.150
H  -1.244  0.167  -0.470  0.860
C  -1.862  0.854  3.475  -0.796
C  -0.505  -0.176  -4.171  -0.738
C  0.561  -0.558  -3.147  -0.626
N  -0.384  -0.157  1.864  -0.073
H  -1.579  1.486  1.412  0.407
H  2.678  -1.384  -1.452  0.343
H  3.102  0.315  -0.993  0.367
C  -0.951  0.490  -1.466  -0.880
N  1.035  -1.844  2.480  -0.309
Cl  0.005  -2.304  -0.438  -0.481

(5)
# C17H12CoNO5S

A molecular structure, C17H12CoNO5S at a distorted geometry (wB97M-V/def2-TZVPD, OMol25).

Summary:
- charge = +1
- <S²> = 3.7809
- 2S+1 = 4
- HOMO-LUMO gap (spin up / spin down) (eV) = 7.10 / 7.99
- E_HOMO (spin up / spin down) (eV) = -10.3 / -12.7
- energy relative to the best compared isomer or geometry (same formula, charge and spin) (kJ/mol) = 21.27
- E_tot (hartree) = -2866.489720
- maximum force (Eh/bohr) = 0.1431

Last column: Mulliken charge in e.
Geometry (Å):
H  -1.458  3.890  2.964  0.401
C  -0.333  1.843  0.498  0.298
Co  1.408  -0.904  -2.582  -0.307
C  -1.558  -4.961  -2.630  0.168
C  2.609  0.337  -2.892  0.375
H  -1.743  -3.058  4.121  0.399
C  -0.104  1.908  -4.214  0.162
H  1.452  2.120  -0.673  0.340
H  0.723  5.000  2.466  0.371
C  -1.548  -2.425  3.254  -0.432
H  -2.936  -1.465  0.281  0.452
C  -1.086  -0.763  1.091  0.543
H  1.570  -2.272  -2.038  0.256
C  0.839  2.503  0.141  -0.113
S  -0.806  0.312  -0.354  0.046
C  -0.807  3.497  2.184  -0.567
O  3.696  -2.664  -2.676  -0.347
C  -0.141  -0.801  2.130  -0.278
O  3.350  1.221  -2.922  -0.207
N  0.605  -0.214  -0.956  0.172
C  2.642  -2.160  -2.595  0.220
C  -0.380  -1.643  3.215  -0.714
O  -2.163  -4.949  -1.640  -0.167
C  0.414  4.118  1.893  -0.425
H  1.123  -0.460  -0.098  0.209
C  -2.243  -1.548  1.093  -0.454
C  -2.467  -2.380  2.195  -0.533
H  -3.382  -2.984  2.230  0.395
H  0.339  -1.682  4.037  0.395
H  0.731  -0.172  2.095  0.378
H  -2.146  1.870  1.663  0.406
C  -1.193  2.362  1.465  -0.403
O  -0.909  2.525  -4.749  -0.179
C  1.267  -1.540  -4.279  0.477
H  2.182  4.117  0.640  0.409
O  1.219  -2.205  -5.226  -0.249
C  1.235  3.629  0.870  -0.499

(6)
# C3H5P

2 unconnected molecules or ions with the total composition C3H5P at a distorted geometry (wB97M-V/def2-TZVPD, OMol25).

Summary:
- 2S+1 = 1
- HOMO-LUMO gap (spin up / spin down) (eV) = 7.85 / 8.13
- E_HOMO (spin up / spin down) (eV) = -8.4 / -9.1
- energy relative to the best compared isomer or geometry (same formula, charge and spin) (kJ/mol) = 328.53
- E_tot (hartree) = -458.456365
- maximum force (Eh/bohr) = 0.0457

Last column: Mulliken charge in e.
Geometry (Å):
H  0.859  2.424  -0.477  0.338
H  0.791  1.110  0.741  0.243
H  2.329  -1.288  -0.410  -0.033
H  -2.122  -2.420  0.964  0.392
C  -0.583  -1.228  -0.115  -0.578
C  0.346  1.511  -0.187  -0.847
P  0.363  -0.110  -1.149  -0.038
H  -0.644  1.811  0.021  0.310
C  -1.340  -1.810  0.614  0.212